No. 1
{"formula": "H54O27", "method": "ωB97M-V with the def2-TZVPD basis set", "relative_energy_kcal_mol": 58.2, "homo_energy_ha": -0.377, "e_lumo_ev": -0.4953, "largest_force_ev_per_a": 1.24, "homo_lumo_gap_ev": 9.751, "energy_ev": -56162.1897, "multiplicity": 1, "species": ["O", "H", "H", "O", "H", "H", "O", "H", "H", "O", "H", "H", "O", "H", "H", "O", "H", "H", "O", "H", "H", "O", "H", "H", "O", "H", "H", "O", "H", "H", "O", "H", "H", "O", "H", "H", "O", "H", "H", "O", "H", "H", "O", "H", "H", "O", "H", "H", "O", "H", "H", "O", "H", "H", "O", "H", "H", "O", "H", "H", "O", "H", "H", "O", "H", "H", "O", "H", "H", "O", "H", "H", "O", "H", "H", "O", "H", "H", "O", "H", "H"], "coordinates": [[-3.84, 2.80, 1.36], [-4.08, 1.98, 1.79], [-4.44, 3.45, 1.73], [0.87, 2.47, -4.33], [0.49, 3.21, -4.80], [1.57, 2.16, -4.90], [0.10, -5.60, -0.84], [-0.16, -5.13, -1.63], [0.01, -6.53, -1.08], [1.64, -2.71, -4.25], [1.05, -1.98, -4.06], [2.51, -2.40, -4.00], [0.97, 5.28, -0.64], [1.36, 5.05, 0.21], [1.58, 4.91, -1.28], [2.75, 2.59, -2.38], [2.95, 3.51, -2.55], [2.06, 2.38, -3.01], [4.37, -0.58, -0.65], [4.02, -1.37, -1.06], [4.28, 0.10, -1.32], [3.86, 2.45, 1.88], [3.40, 2.14, 2.66], [4.54, 1.80, 1.72], [-0.06, -4.85, -3.61], [-0.24, -5.14, -4.51], [0.63, -4.19, -3.71], [-1.98, 1.35, 3.09], [-2.70, 1.87, 2.74], [-1.27, 1.97, 3.21], [-2.16, -5.92, 1.55], [-1.67, -5.31, 1.00], [-1.72, -6.76, 1.44], [0.35, 2.59, 3.09], [0.35, 2.30, 4.00], [0.87, 1.92, 2.63], [-1.54, 5.37, 0.61], [-1.87, 4.47, 0.62], [-0.80, 5.35, 0.00], [-3.88, 2.81, -1.38], [-4.61, 2.19, -1.48], [-3.64, 2.75, -0.46], [-4.31, -4.00, 1.94], [-3.71, -4.75, 1.89], [-3.96, -3.38, 1.31], [-1.48, -2.98, 3.72], [-2.32, -2.89, 4.16], [-0.97, -3.57, 4.27], [-4.70, 0.14, 1.92], [-5.23, -0.43, 1.36], [-4.52, -0.39, 2.70], [0.48, -0.59, -3.17], [0.38, 0.31, -3.48], [0.25, -0.55, -2.24], [-1.22, -0.97, 1.78], [-1.59, -1.76, 2.18], [-1.49, -0.26, 2.35], [2.10, 4.51, 1.81], [2.93, 4.11, 2.10], [1.42, 3.95, 2.20], [4.52, -0.49, 3.56], [4.26, -0.17, 4.42], [3.71, -0.84, 3.18], [5.41, 1.72, -2.36], [4.51, 1.95, -2.57], [5.94, 2.40, -2.77], [2.22, -0.82, 1.79], [2.64, -0.45, 1.02], [1.34, -1.07, 1.49], [-3.21, -3.21, -2.88], [-2.30, -3.50, -2.79], [-3.36, -3.19, -3.82], [1.83, 1.76, 0.07], [2.59, 1.94, 0.61], [2.10, 1.97, -0.82], [0.03, -0.44, -0.47], [-0.36, -0.81, 0.32], [0.53, 0.32, -0.17], [-3.71, -2.17, -0.38], [-3.03, -1.51, -0.47], [-3.66, -2.67, -1.20]]}

No. 2
{"formula": "H3N3O", "method": "ωB97M-V with the def2-TZVPD basis set", "relative_energy_kcal_mol": 53.8, "homo_energy_ha": -0.366, "e_lumo_ev": 0.9181, "largest_force_ev_per_a": 3.70, "smiles": "[H]/N=[N+](/N)[O-]", "homo_lumo_gap_ev": 10.881, "energy_ev": -6563.0584, "multiplicity": 1, "species": ["H", "N", "N", "N", "O", "H", "H"], "coordinates": [[-2.19, -0.08, 0.64], [-1.34, -0.54, 0.29], [-0.39, 0.26, 0.49], [0.77, 0.12, -0.10], [-0.50, 1.37, 1.13], [1.15, -0.83, -0.36], [1.28, 0.97, 0.07]]}

No. 3
{"formula": "C7H14N", "method": "ωB97M-V with the def2-TZVPD basis set", "relative_energy_kcal_mol": 98.9, "homo_energy_ha": -0.474, "e_lumo_ev": -6.9018, "charge": 1, "largest_force_ev_per_a": 2.24, "homo_lumo_gap_ev": 6.004, "energy_ev": -8964.7908, "multiplicity": 1, "species": ["C", "C", "C", "C", "C", "C", "C", "N", "H", "H", "H", "H", "H", "H", "H", "H", "H", "H", "H", "H", "H", "H"], "coordinates": [[-0.35, 1.64, 1.04], [-0.28, 0.38, 1.79], [0.02, 0.06, 0.34], [1.34, -0.23, 0.06], [-3.41, -0.58, -1.35], [-2.38, -0.16, -0.34], [-1.08, -0.32, -0.58], [4.59, -0.45, -0.67], [0.62, 2.11, 0.98], [-1.34, 2.02, 0.83], [0.52, 0.41, 2.52], [-1.14, -0.15, 2.17], [1.72, -0.04, -0.93], [1.88, -0.78, 0.82], [-4.16, -1.16, -0.82], [-2.99, -1.20, -2.13], [-3.79, 0.35, -1.77], [-2.77, 0.27, 0.57], [-0.74, -0.86, -1.45], [5.22, 0.29, -0.41], [3.61, -0.31, -0.48], [4.91, -1.29, -0.20]]}